Record 1
Formula: C22H44Br2N
Source: the Open Molecules 2025 dataset
Level of theory: ωB97M-V/def2-TZVPD

The geometry in XYZ format:
```
69
Properties=species:S:1:pos:R:3:mulliken_charge:R:1
C 1.734 0.011 2.732 -0.1544
C 2.679 0.258 1.485 0.0529
C 2.112 1.538 0.720 -0.8000
C 2.387 1.333 -0.807 -0.1549
C 1.363 2.028 -1.774 -1.5523
C -0.130 1.915 -1.333 0.2983
C -1.165 2.165 -2.486 -0.8127
C -2.580 2.355 -1.823 -0.8080
C -3.743 1.592 -2.538 -0.9157
C -3.376 0.135 -2.967 -1.2498
C -2.594 -0.665 -1.885 1.0795
C -3.380 -0.910 -0.558 -0.8568
C -2.508 -1.420 0.633 -0.6784
C -1.666 -2.715 0.294 -0.9014
C -0.262 -2.722 1.009 0.3621
C 0.856 -3.461 0.207 -1.3187
C 1.039 -2.832 -1.209 -0.4077
C 0.764 -1.323 -1.423 0.8316
N 1.262 -1.001 -2.574 -0.0127
C 1.961 -2.134 -3.258 -0.6676
C 2.394 -2.975 -1.986 -0.6966
H 2.275 -0.623 3.473 0.4357
H 1.478 0.958 3.258 -0.4730
H 0.811 -0.547 2.458 -0.0426
H 3.712 0.417 1.846 0.4704
H 2.586 -0.649 0.842 -0.1355
H 1.040 1.588 0.996 0.3599
H 2.630 2.428 1.136 0.4374
H 2.518 0.260 -1.085 -0.0436
H 3.381 1.801 -1.015 0.5685
H 1.683 3.070 -1.967 0.5240
H 1.448 1.495 -2.762 0.3665
H -0.356 0.969 -0.793 -0.1920
H -0.306 2.734 -0.593 0.4969
H -0.864 3.133 -2.954 0.5544
H -1.127 1.395 -3.284 0.2419
H -2.820 3.443 -1.892 0.5275
H -2.546 2.114 -0.741 0.3289
H -4.114 2.171 -3.415 0.3867
H -4.597 1.550 -1.822 0.3389
H -4.327 -0.407 -3.178 0.4312
H -2.846 0.195 -3.945 0.3569
H -2.393 -1.678 -2.323 0.5484
H -1.582 -0.230 -1.702 -0.9096
H -3.854 0.048 -0.235 0.3803
H -4.223 -1.606 -0.765 0.3436
H -1.832 -0.637 1.044 0.2147
H -3.218 -1.672 1.456 0.4312
H -1.628 -2.921 -0.795 0.2814
H -2.237 -3.564 0.741 0.6091
H -0.362 -3.238 1.990 0.6187
H 0.025 -1.663 1.215 -1.0441
H 1.809 -3.497 0.780 0.4672
H 0.534 -4.516 0.046 0.4022
H 0.311 -3.334 -1.897 0.3938
H 0.205 -0.706 -0.701 -0.1578
H 1.188 -0.067 -2.975 0.3592
H 2.914 -1.694 -3.611 0.3968
H 1.333 -2.655 -4.008 0.3674
H 3.196 -2.448 -1.429 0.3651
H 2.670 -4.025 -2.217 0.3751
Br 1.472 3.168 4.148 -0.1343
C 0.950 3.322 6.020 -0.5816
C 1.679 2.320 6.875 -0.5902
Br 0.928 0.534 6.668 -0.1388
H -0.131 3.211 6.057 0.3711
H 1.216 4.338 6.308 0.3307
H 1.561 2.559 7.930 0.3612
H 2.737 2.247 6.639 0.3632
```

- net charge = +1
- HOMO energy (eV) = -11.964
- Kohn-Sham gap (eV) = 8.10
- E (hartree) = -6067.13991

Record 2
Formula: C33H19N13OsTe
Source: the Open Molecules 2025 dataset
Level of theory: ωB97M-V/def2-TZVPD

The geometry in XYZ format:
```
67
Properties=species:S:1:pos:R:3:mulliken_charge:R:1
Os 0.007 -0.012 -0.314 0.7060
C 4.820 2.643 3.246 -0.6336
C 5.053 1.320 3.639 -0.5794
C 4.327 0.272 3.102 -0.2912
C 3.359 0.572 2.153 0.4134
C 2.438 -0.258 1.400 -0.0934
N 2.407 -1.578 1.449 -0.5760
C 1.537 -2.325 0.792 -0.0172
C 1.607 -3.777 0.716 0.2448
C 2.583 -4.683 1.101 -0.2211
C 2.394 -6.019 0.785 -0.5917
C 1.246 -6.441 0.109 -0.5959
C 0.267 -5.539 -0.275 -0.2496
C 0.463 -4.199 0.025 0.2084
C -0.285 -3.001 -0.319 0.1705
N -1.442 -2.988 -0.925 -0.6134
C -2.088 -1.903 -1.331 -0.2513
N -1.606 -0.606 -1.329 -0.2173
C -2.538 0.211 -1.870 0.5720
N -2.379 1.569 -2.060 -0.7502
C -1.170 2.234 -1.859 -0.0961
N -0.228 1.852 -0.975 -0.0354
C 0.715 2.860 -0.865 -0.1792
N 1.707 2.884 0.008 -0.5906
C 2.099 1.862 0.738 -0.0875
N 1.682 0.551 0.600 -0.1798
C 3.138 1.900 1.745 0.3669
C 3.863 2.949 2.296 -0.3552
C 0.381 3.898 -1.815 0.2641
C 1.002 5.084 -2.187 -0.3215
C 0.445 5.814 -3.223 -0.5784
C -0.711 5.384 -3.885 -0.6923
C -1.349 4.217 -3.513 -0.1693
C -0.797 3.480 -2.468 0.3132
C -3.690 -0.549 -2.253 0.1828
C -4.901 -0.220 -2.869 -0.1921
C -5.805 -1.235 -3.101 -0.7269
C -5.529 -2.559 -2.726 -0.5910
C -4.331 -2.901 -2.132 -0.2814
C -3.400 -1.889 -1.909 0.2350
N 0.413 -1.898 0.144 -0.3210
H 5.406 3.437 3.691 0.3965
H 5.823 1.111 4.371 0.4006
H 4.500 -0.753 3.402 0.5461
H 3.468 -4.346 1.626 0.5331
H 3.150 -6.746 1.052 0.4027
H 1.130 -7.491 -0.130 0.3907
H -0.620 -5.857 -0.808 0.5383
H 3.676 3.969 1.985 0.5336
H 1.895 5.419 -1.675 0.5337
H 0.917 6.735 -3.542 0.3970
H -1.102 5.972 -4.706 0.4110
H -2.239 3.863 -4.018 0.5237
H -5.128 0.797 -3.155 0.4195
H -6.748 -1.012 -3.583 0.3996
H -6.275 -3.323 -2.906 0.3905
H -4.111 -3.919 -1.839 0.5423
Te -3.855 2.810 -1.149 -0.0596
N -0.194 -0.924 4.693 -0.5819
N -0.545 -0.065 3.693 1.3987
N -0.306 1.223 3.756 -0.9104
C -0.706 1.616 2.556 -0.1802
N -1.159 0.590 1.819 -0.0234
N -1.048 -0.488 2.572 -0.7284
H -0.224 -0.464 5.588 0.2855
H -0.737 -1.772 4.632 0.2820
H -0.673 2.641 2.229 0.5607
```

- HOMO energy (alpha / beta) (eV) = -6.109 / -6.628
- Kohn-Sham gap (alpha / beta) (eV) = 5.00 / 4.42
- energy relative to the best compared isomer or geometry (same formula, charge and spin) (kcal/mol) = 54.5
- spin multiplicity = 5
- E (hartree) = -2339.45717

Record 3
Formula: C52H117F3O26
Source: the Open Molecules 2025 dataset
Level of theory: ωB97M-V/def2-TZVPD

The geometry in XYZ format:
```
198
Properties=species:S:1:pos:R:3:mulliken_charge:R:1
C 25.706 -14.070 9.003 -1.2463
C 24.847 -15.224 9.502 0.0828
O 23.615 -15.197 8.793 -0.2339
C 22.814 -16.240 8.862 -0.0500
O 22.991 -17.156 9.617 -0.5331
C 21.599 -16.175 7.938 1.2976
F 20.480 -16.414 8.648 -0.2842
F 21.441 -14.979 7.376 -0.2817
F 21.675 -17.118 7.008 -0.1315
H 25.090 -13.174 8.950 0.3126
H 26.182 -14.310 8.054 0.3126
H 26.540 -13.894 9.683 0.3917
H 24.740 -15.242 10.586 0.3272
H 25.383 -16.151 9.278 0.0657
C 20.079 -10.737 2.857 -0.8260
O 19.206 -11.370 1.941 -0.3157
C 18.857 -12.696 2.266 0.4463
C 17.718 -12.712 3.275 0.2667
O 16.747 -11.723 3.006 -0.1428
C 15.758 -11.636 3.985 -0.2243
C 14.532 -10.866 3.485 -0.7279
O 14.817 -9.592 2.965 -0.3208
C 14.708 -8.538 3.881 -0.7610
H 20.923 -11.366 3.162 0.3272
H 19.490 -10.516 3.753 0.2574
H 20.454 -9.846 2.362 0.2430
H 19.685 -13.239 2.736 0.4823
H 18.568 -13.223 1.359 -0.5595
H 18.103 -12.579 4.294 0.4564
H 17.250 -13.705 3.278 -0.6001
H 16.153 -11.074 4.845 0.2626
H 15.412 -12.635 4.280 0.1727
H 13.781 -10.753 4.275 0.4660
H 14.062 -11.496 2.724 0.2822
H 15.655 -8.324 4.388 0.2657
H 13.892 -8.659 4.600 0.3272
H 14.479 -7.621 3.334 0.2594
C 12.266 -19.964 -0.050 -0.5661
O 11.247 -19.567 0.843 -0.3795
C 10.547 -18.387 0.489 -0.6401
C 11.374 -17.146 0.871 0.1323
O 11.403 -16.883 2.248 -0.5020
C 12.147 -17.834 2.980 0.4862
C 12.423 -17.266 4.355 -0.8932
O 13.600 -17.843 4.880 -0.0784
C 14.275 -17.038 5.805 -0.5019
H 11.756 -20.512 -0.851 0.4239
H 12.868 -20.717 0.462 0.1064
H 12.971 -19.192 -0.365 0.2768
H 9.674 -18.416 1.145 0.3052
H 10.209 -18.366 -0.552 0.4273
H 11.030 -16.262 0.331 0.4758
H 12.391 -17.332 0.495 -0.2691
H 13.077 -18.181 2.515 -0.3006
H 11.584 -18.771 3.025 0.4325
H 11.564 -17.338 5.032 0.4106
H 12.540 -16.179 4.243 0.3911
H 14.762 -16.168 5.349 0.1369
H 15.044 -17.639 6.293 -0.0123
H 13.602 -16.700 6.604 0.4345
C 21.715 -19.335 -1.472 -0.8321
O 20.464 -18.709 -1.549 -0.2689
C 19.332 -19.547 -1.494 -0.4170
C 18.026 -18.825 -1.644 -1.3589
O 17.846 -17.759 -0.716 0.7058
C 16.881 -16.811 -1.168 -1.4446
C 16.413 -15.945 -0.002 -0.2455
O 15.772 -16.740 0.973 0.3333
C 15.221 -16.012 2.069 1.1113
H 22.496 -18.593 -1.639 0.2402
H 21.829 -20.224 -2.094 0.3973
H 21.918 -19.592 -0.422 0.1768
H 19.284 -20.166 -0.592 0.2859
H 19.402 -20.190 -2.379 0.4444
H 17.215 -19.552 -1.538 0.2583
H 17.951 -18.451 -2.673 0.6145
H 15.998 -17.348 -1.528 0.4396
H 17.366 -16.203 -1.934 0.3972
H 15.696 -15.209 -0.392 0.4983
H 17.243 -15.425 0.493 -0.0713
H 15.891 -15.359 2.630 -1.3531
H 14.926 -16.834 2.721 -0.5064
H 14.360 -15.450 1.693 0.5127
C 24.152 -23.454 8.940 -0.4134
O 25.243 -23.528 9.849 -0.4035
C 26.425 -22.999 9.279 -0.6043
C 26.538 -21.480 9.345 -0.6023
O 25.574 -20.915 8.469 0.0986
C 25.669 -19.509 8.392 -1.0714
C 24.956 -18.985 7.174 0.7006
O 25.684 -19.187 5.970 -0.5281
C 25.688 -20.524 5.509 -0.4085
H 23.332 -24.023 9.391 0.2679
H 24.405 -23.979 8.018 0.2900
H 23.725 -22.461 8.822 0.0498
H 26.594 -23.401 8.275 0.3237
H 27.306 -23.370 9.812 0.3715
H 27.583 -21.163 9.284 0.4276
H 26.222 -21.210 10.362 0.3177
H 26.711 -19.175 8.320 0.4290
H 25.249 -19.008 9.275 0.4082
H 24.829 -17.910 7.302 0.0455
H 23.969 -19.442 7.059 -0.2878
H 25.926 -20.563 4.448 0.3163
H 24.685 -20.965 5.582 0.1083
H 26.355 -21.113 6.140 0.1714
C 18.521 -23.231 -2.509 -0.9266
O 17.958 -22.333 -1.578 -0.0285
C 17.234 -23.048 -0.576 -1.1496
C 16.850 -22.042 0.497 0.4600
O 15.975 -21.072 0.001 -0.5737
C 15.830 -19.924 0.837 0.3799
C 15.217 -20.136 2.211 0.5906
O 16.092 -20.835 3.067 -0.6195
C 15.595 -20.911 4.385 -0.7411
H 19.078 -22.656 -3.251 0.2309
H 17.721 -23.702 -3.097 0.3130
H 19.154 -23.970 -2.010 0.3553
H 17.878 -23.817 -0.142 0.4459
H 16.344 -23.497 -1.024 0.4174
H 17.789 -21.556 0.799 -0.3299
H 16.468 -22.602 1.355 0.3507
H 15.194 -19.290 0.222 0.0827
H 16.838 -19.498 0.890 -0.3377
H 14.220 -20.590 2.171 1.0174
H 15.028 -19.115 2.571 -1.0474
H 14.604 -21.375 4.420 0.4981
H 15.574 -19.931 4.872 -0.0313
H 16.282 -21.525 4.969 0.3350
C 22.043 -19.114 4.765 -0.3367
O 22.136 -19.753 3.496 -0.4976
C 21.772 -18.940 2.409 -1.4217
C 20.279 -18.917 2.074 1.3950
O 19.590 -18.405 3.201 0.9809
C 18.187 -18.361 2.955 0.8789
C 17.534 -17.733 4.175 0.8081
O 17.669 -16.323 4.262 -0.1012
C 18.871 -15.861 4.865 -0.6109
H 21.168 -18.481 4.896 -0.0152
H 22.918 -18.448 4.778 0.5427
H 22.142 -19.832 5.576 -0.0218
H 22.303 -19.331 1.540 0.3086
H 22.078 -17.906 2.607 0.3814
H 19.876 -19.908 1.834 -0.2373
H 20.206 -18.321 1.155 -0.8615
H 17.789 -19.373 2.820 -0.5923
H 17.977 -17.754 2.068 0.3761
H 17.797 -18.298 5.074 -0.9108
H 16.448 -17.839 4.074 -1.0688
H 18.745 -14.795 5.054 0.1428
H 19.658 -15.876 4.099 0.2247
H 19.282 -16.447 5.687 0.1715
C 20.474 -15.715 -0.658 -0.6870
O 20.063 -14.367 -0.491 -0.1715
C 20.095 -13.636 -1.697 -0.4195
C 19.420 -12.288 -1.475 -0.7756
O 18.059 -12.393 -1.121 -0.0439
C 17.140 -12.767 -2.104 0.0401
C 16.845 -11.708 -3.146 -0.8520
O 16.273 -10.586 -2.518 -0.1596
C 15.656 -9.705 -3.462 -0.8601
H 19.919 -16.201 -1.459 0.3231
H 20.341 -16.193 0.308 0.0194
H 21.545 -15.714 -0.899 0.4665
H 19.652 -14.230 -2.504 0.3528
H 21.149 -13.452 -1.944 0.3565
H 19.565 -11.585 -2.301 0.2530
H 19.828 -11.879 -0.546 0.2457
H 16.202 -13.057 -1.630 0.1149
H 17.453 -13.646 -2.690 0.0890
H 16.206 -12.146 -3.924 0.4719
H 17.766 -11.443 -3.686 0.3757
H 16.437 -9.328 -4.125 0.3192
H 15.263 -8.888 -2.861 0.2214
H 14.844 -10.224 -3.971 0.3316
C 21.323 -19.969 8.908 -0.5755
O 20.340 -19.698 7.896 0.3780
C 19.085 -20.125 8.361 -1.4193
C 17.988 -19.844 7.322 0.0795
O 17.960 -20.797 6.277 -0.3447
C 19.135 -20.878 5.471 0.3595
C 18.883 -21.691 4.233 1.1042
O 18.772 -23.052 4.564 -0.4976
C 18.609 -23.858 3.426 -0.5014
H 22.258 -19.536 8.561 -0.3510
H 21.340 -21.055 9.031 0.3467
H 21.049 -19.453 9.833 0.3886
H 18.716 -19.618 9.268 0.5515
H 19.047 -21.161 8.722 0.4138
H 18.105 -18.840 6.905 -0.1230
H 17.026 -19.882 7.830 0.4185
H 19.904 -21.322 6.109 0.4437
H 19.477 -19.871 5.220 -0.1617
H 19.692 -21.536 3.505 0.6431
H 17.972 -21.305 3.748 -1.3035
H 18.330 -24.844 3.799 0.3966
H 19.515 -23.955 2.818 0.3047
H 17.811 -23.545 2.742 -0.0766
```

- HOMO energy (eV) = -9.145
- SMILES string = CCOC(=O)C(F)(F)F.COCCOCCOC.COCCOCCOC.COCCOCCOC.COCCOCCOC.COCCOCCOC.COCCOCCOC.COCCOCCOC.COCCOCCOC
- Kohn-Sham gap (eV) = 9.73
- energy relative to the best compared isomer or geometry (same formula, charge and spin) (kcal/mol) = 29.9
- E (hartree) = -4306.83762

Record 4
Formula: C12H28IrN3PS
Source: the Open Molecules 2025 dataset
Level of theory: ωB97M-V/def2-TZVPD

The geometry in XYZ format:
```
46
Properties=species:S:1:pos:R:3:mulliken_charge:R:1
Ir 0.601 -0.568 -0.725 1.1827
N -0.556 -2.202 -0.414 -0.6143
C -0.188 -3.339 -1.337 -0.7933
C -0.681 -3.022 -2.726 -0.4475
C 0.008 -1.835 -3.357 -0.7512
N -0.353 -0.599 -2.576 -0.5538
H -0.389 -2.475 0.556 0.3917
H -1.566 -2.062 -0.489 0.3591
H -0.667 -4.246 -0.965 0.4514
H 0.894 -3.479 -1.266 0.4291
H -1.760 -2.821 -2.683 0.3564
H -0.589 -3.902 -3.363 0.3749
H -0.322 -1.700 -4.388 0.4464
H 1.099 -1.916 -3.369 0.4096
H -1.369 -0.497 -2.605 0.3535
H 0.013 0.229 -3.051 0.4127
S 4.780 0.519 1.119 0.0325
C 4.234 -0.998 1.683 -0.2696
C 2.994 -1.263 1.214 -0.6475
N 2.477 -0.262 0.408 0.1623
C 3.331 0.742 0.288 -0.2666
H 4.844 -1.617 2.323 0.4576
H 2.424 -2.156 1.414 0.3523
H 3.140 1.625 -0.304 0.3851
C 0.397 3.137 -0.745 -1.3179
C 0.297 2.518 0.649 -0.5867
P -0.511 0.902 0.671 0.2496
C -0.549 0.212 2.351 -0.3400
C -0.704 1.272 3.449 -1.3713
C -2.194 1.057 -0.002 -0.3958
C -3.177 1.840 0.876 -1.3842
H 0.945 4.076 -0.694 0.3879
H -0.586 3.360 -1.157 0.3641
H 0.924 2.490 -1.458 0.2769
H -0.299 3.150 1.318 0.6113
H 1.268 2.412 1.138 0.5339
H 0.373 -0.357 2.499 0.3273
H -1.385 -0.495 2.372 0.4432
H 0.166 1.925 3.505 0.3836
H -0.797 0.768 4.410 0.4212
H -1.595 1.882 3.309 0.3450
H -2.562 0.038 -0.160 0.2907
H -2.099 1.542 -0.978 0.3901
H -3.336 1.351 1.836 0.3497
H -4.141 1.905 0.376 0.4061
H -2.833 2.860 1.049 0.4020
```

- net charge = +3
- HOMO energy (eV) = -19.394
- Kohn-Sham gap (eV) = 7.50
- energy relative to the best compared isomer or geometry (same formula, charge and spin) (kcal/mol) = 17.2
- E (hartree) = -1481.16202